ORCA calculation (ωB97M-V/def2-TZVPD) on the ion C6H10N with charge +1 in a non-equilibrium geometry.

```
! wB97M-V def2-TZVPD RIJCOSX def2/J DEFGRID3
* xyz 1 1
C 1.45145 0.04912 0.00056
C 0.94167 1.34152 -0.01267
C -0.69637 -1.04475 0.03860
C -1.61768 -0.00776 -0.29212
C 2.92334 -0.19567 -0.04530
C -2.98496 0.21765 0.01295
N 0.68933 -1.01692 -0.04659
H -0.06997 1.53958 0.32288
H 1.48426 2.16017 -0.45513
H -0.89114 -1.48316 1.03664
H -1.04351 -1.83066 -0.68115
H 3.38142 0.12137 0.89022
H 3.38091 0.37638 -0.84887
H 3.11712 -1.25443 -0.19231
H -3.54204 0.44218 -0.90420
H -3.03551 1.15288 0.58627
H -3.48831 -0.56749 0.59020
*
```

Values from the calculation:
Gap between HOMO and LUMO (alpha / beta) in eV: 6.58 / 7.82
Energy above the lowest of the compared OMol25 structures with the same formula, charge and spin in kJ/mol: 501.79
LUMO (alpha / beta) in eV: -6.696 / -6.502

Population analysis type Mulliken, resulting atomic charges in e: C 1.1278; C -0.9597; C -0.2718; C 0.1727; C -1.1208; C -0.9087; N -0.4251; H 0.2902; H 0.3194; H 0.4340; H 0.3339; H 0.3106; H 0.3519; H 0.3120; H 0.3565; H 0.3242; H 0.3531